Record 1
{"formula": "C21H21BN8O3Ti", "method": "wB97M-V/def2-TZVPD", "multiplicity": 2, "e_above_lowest_kj_mol": 76.4, "lumo_ev": [-3.47, -3.22], "homo_ha": [-0.4172, -0.4311], "homo_lumo_gap_ev": [7.9, 8.5], "charge": 1, "symbols": ["Ti", "C", "C", "N", "N", "C", "B", "N", "C", "C", "C", "N", "N", "C", "C", "C", "N", "N", "C", "C", "C", "N", "H", "H", "H", "H", "H", "H", "H", "H", "H", "H", "H", "H", "C", "O", "C", "C", "C", "C", "C", "C", "O", "C", "O", "C", "H", "H", "H", "H", "H", "H", "H", "H", "H"], "positions_angstrom": [[0.00622, 0.38676, -0.99854], [-3.71063, 2.60084, -1.75472], [-2.61935, 1.91433, -2.28148], [-1.79462, 1.54049, -1.30713], [-2.33501, 1.97791, -0.13686], [-3.48803, 2.61427, -0.39210], [-1.72199, 1.65760, 1.25708], [-1.77004, 0.13317, 1.46455], [-1.91750, -0.65898, 2.52708], [-1.59892, -1.95312, 2.14744], [-1.23957, -1.84919, 0.80904], [-1.34997, -0.58065, 0.38905], [-0.19639, 2.02431, 1.21746], [0.57561, 2.29897, 2.27213], [1.82806, 2.67784, 1.81668], [1.73757, 2.57557, 0.43504], [0.51014, 2.18639, 0.05960], [-2.41657, 2.42129, 2.34045], [-2.27124, 3.73553, 2.67064], [-3.29148, 4.06721, 3.51838], [-4.04500, 2.88001, 3.63928], [-3.52917, 1.90200, 2.92218], [-4.54128, 3.02770, -2.28669], [-2.39341, 1.68068, -3.30944], [-4.06927, 3.02225, 0.41894], [-2.27762, -0.25527, 3.45772], [-1.64391, -2.83956, 2.75415], [-0.91476, -2.61389, 0.12408], [0.17824, 2.23550, 3.27221], [2.67219, 2.98741, 2.40650], [2.48900, 2.75194, -0.31502], [-1.46057, 4.32921, 2.28032], [-3.46720, 5.02026, 3.98530], [-4.93605, 2.70407, 4.22035], [1.05390, -6.21577, -1.97974], [2.34524, -5.61101, -1.93658], [2.42503, -4.28214, -1.86059], [3.73432, -3.76005, -1.83786], [3.91961, -2.41229, -1.79279], [2.82844, -1.51288, -1.73491], [3.00552, -0.08859, -1.80247], [4.33820, 0.54963, -2.05844], [2.04756, 0.71507, -1.67467], [1.52448, -2.06104, -1.71502], [0.45430, -1.27822, -1.63163], [1.32556, -3.43561, -1.80626], [1.23174, -7.28375, -2.04470], [0.49936, -5.88186, -2.85774], [0.49355, -5.99290, -1.07032], [4.56107, -4.45482, -1.87460], [4.92486, -2.01760, -1.79013], [5.10410, -0.12294, -2.42587], [4.68109, 0.99593, -1.12164], [4.19081, 1.35874, -2.77212], [0.31379, -3.81071, -1.83558]], "forces_ev_per_a": [[0.5, 0.2, -0.4], [0.0, 0.0, 0.1], [0.0, 0.0, 0.0], [0.1, -0.1, 0.0], [0.2, -0.1, -0.1], [-0.1, 0.0, 0.0], [0.0, 0.0, -0.1], [-0.2, 0.2, -0.3], [-0.2, -0.1, 0.0], [0.0, 0.0, 0.0], [0.0, -0.1, 0.0], [0.5, -0.2, 0.6], [-0.4, 0.4, 0.1], [0.2, 0.2, 0.1], [-0.1, 0.0, 0.0], [0.0, 0.1, -0.1], [0.3, -0.3, 0.6], [0.0, 0.1, 0.0], [0.0, 0.0, 0.0], [0.0, 0.0, 0.0], [0.0, 0.0, 0.0], [0.0, -0.1, 0.0], [0.0, 0.0, 0.0], [0.0, 0.0, 0.0], [0.0, 0.0, 0.0], [0.0, 0.0, 0.0], [0.0, 0.0, 0.0], [0.0, 0.0, 0.0], [0.0, 0.0, 0.0], [0.0, 0.0, 0.0], [0.0, 0.0, 0.0], [0.0, 0.0, 0.0], [0.0, 0.0, 0.0], [0.0, 0.0, 0.0], [0.0, 0.0, 0.0], [0.0, 0.0, 0.0], [0.0, 0.0, 0.0], [0.0, 0.0, 0.0], [0.0, 0.1, 0.0], [-0.1, 0.1, -0.1], [-0.1, 0.0, -0.1], [0.0, 0.0, 0.1], [-0.5, -0.1, 0.1], [0.1, 0.0, -0.1], [-0.3, -0.3, -0.2], [0.0, -0.1, 0.0], [0.0, 0.0, 0.0], [0.0, 0.0, 0.0], [0.0, 0.0, 0.0], [0.0, 0.0, 0.0], [0.0, -0.1, 0.0], [0.0, 0.0, 0.0], [0.0, 0.0, 0.0], [0.0, 0.0, 0.0], [0.0, 0.0, 0.0]]}

---

Record 2
{"formula": "C23H19Cl4I2N4O2SSiTa", "method": "wB97M-V/def2-TZVPD", "multiplicity": 2, "e_above_lowest_kj_mol": 73.0, "lumo_ev": [-3.05, -3.30], "homo_ha": [-0.3784, -0.3978], "homo_lumo_gap_ev": [7.2, 7.5], "charge": 1, "symbols": ["Ta", "I", "C", "C", "C", "I", "C", "O", "C", "C", "N", "C", "C", "C", "C", "C", "C", "N", "C", "H", "H", "H", "H", "H", "H", "H", "H", "H", "H", "H", "O", "N", "C", "C", "C", "C", "C", "S", "H", "H", "H", "H", "Cl", "Si", "Cl", "Cl", "Cl", "C", "C", "C", "C", "N", "C", "H", "H", "H", "H"], "positions_angstrom": [[-0.41626, 0.25848, -0.25819], [7.43997, 0.94070, -1.26247], [5.37206, 0.92283, -1.07103], [4.58055, 1.09856, -2.19601], [3.19396, 1.09463, -2.08115], [1.98966, 1.26330, -3.76948], [2.63528, 0.93815, -0.82401], [1.31582, 0.94944, -0.57274], [3.41986, 0.69743, 0.30480], [2.71407, 0.36969, 1.59776], [1.67007, -0.67132, 1.41144], [2.20123, -1.89797, 0.81777], [1.29890, -2.54321, -0.19954], [1.46831, -3.88957, -0.48518], [0.78996, -4.46043, -1.54595], [-0.04385, -3.66180, -2.31125], [-0.20241, -2.34317, -1.94685], [0.43232, -1.78616, -0.89544], [4.79902, 0.69997, 0.17616], [5.03529, 1.22962, -3.16789], [2.21371, 1.25895, 1.99018], [3.46114, 0.06005, 2.33544], [1.25944, -0.88331, 2.31328], [2.50727, -2.63920, 1.56049], [3.10658, -1.63920, 0.26183], [2.14940, -4.47471, 0.11773], [0.92090, -5.50858, -1.77975], [-0.57237, -4.04753, -3.17063], [-0.86127, -1.68854, -2.50185], [5.42583, 0.51121, 1.03872], [-2.18693, -0.75197, -0.77198], [-3.15201, -1.17783, 0.04691], [-4.33451, -1.52601, -0.50528], [-5.33841, -1.98628, 0.29841], [-5.11377, -2.08312, 1.67800], [-3.90351, -1.70596, 2.20644], [-2.89389, -1.22707, 1.36368], [-1.35097, -0.65655, 1.86373], [-4.39140, -1.39497, -1.57503], [-6.28453, -2.25761, -0.14422], [-5.89595, -2.44458, 2.33108], [-3.70409, -1.75542, 3.26676], [-3.63941, 1.94876, -1.32345], [-1.72662, 1.55817, -2.12596], [-2.08811, 0.48352, -3.88157], [-1.09356, 3.44240, -2.72460], [-3.48999, 3.94682, 3.16894], [-2.10415, 3.76266, 2.16205], [-1.23079, 4.81317, 1.94550], [-0.14903, 4.59389, 1.10894], [0.02081, 3.35222, 0.53013], [-0.81900, 2.33076, 0.76219], [-1.87207, 2.54005, 1.56051], [-1.40136, 5.77317, 2.41280], [0.55593, 5.38269, 0.89044], [0.83756, 3.16100, -0.14906], [-2.55466, 1.71978, 1.71852]], "forces_ev_per_a": [[0.7, -0.3, 1.1], [0.1, 0.0, 0.0], [-0.1, 0.0, 0.0], [0.0, 0.0, 0.0], [0.1, 0.0, 0.0], [0.0, 0.0, 0.1], [-0.2, -0.2, 0.6], [-0.3, 0.6, -1.4], [0.2, 0.0, -0.1], [0.0, 0.1, 0.0], [0.0, 0.0, 0.0], [0.0, 0.1, 0.0], [-0.1, 0.1, 0.0], [0.0, 0.0, -0.1], [0.0, 0.0, 0.0], [0.0, 0.0, 0.0], [0.1, 0.0, 0.0], [-0.1, 0.0, -0.3], [-0.1, 0.0, 0.0], [0.0, 0.0, 0.0], [0.0, 0.0, 0.0], [0.0, 0.0, 0.0], [0.1, 0.0, 0.0], [-0.1, 0.0, 0.0], [0.0, 0.0, 0.0], [0.0, 0.0, 0.0], [0.0, 0.0, 0.0], [0.0, 0.0, 0.0], [0.0, 0.0, 0.0], [0.0, 0.0, 0.0], [-0.1, 0.2, -0.1], [0.0, -0.1, -0.1], [0.0, 0.0, 0.0], [0.0, 0.0, 0.1], [-0.1, 0.0, -0.1], [0.1, 0.0, 0.0], [-0.1, 0.0, 0.2], [-0.2, -0.1, 0.3], [0.0, 0.0, 0.0], [0.0, 0.0, 0.0], [0.0, 0.0, 0.0], [0.0, 0.0, 0.0], [0.1, -0.1, -0.1], [-0.1, 0.0, -0.2], [0.0, 0.1, 0.1], [0.0, -0.1, 0.0], [0.0, 0.0, 0.0], [0.0, 0.0, 0.0], [0.0, 0.0, 0.0], [0.0, 0.0, 0.0], [0.0, 0.1, 0.0], [0.0, -0.3, -0.2], [-0.1, 0.1, 0.0], [0.0, 0.0, 0.0], [0.0, 0.0, 0.0], [0.0, 0.0, 0.0], [0.0, 0.0, 0.0]]}